{
  "formula": "C12H22N3O6",
  "method": "the ωB97M-V functional and the def2-TZVPD basis",
  "species": ["C", "C", "N", "N", "C", "O", "O", "C", "C", "C", "C", "C", "O", "O", "C", "C", "C", "C", "N", "O", "O", "H", "H", "H", "H", "H", "H", "H", "H", "H", "H", "H", "H", "H", "H", "H", "H", "H", "H", "H", "H", "H", "H"],
  "xyz": [[1.4606, -2.2377, -0.1160], [0.8656, -1.0457, -0.7915], [0.4088, -0.1310, 0.1021], [-0.7244, -0.3693, 0.7849], [-1.7634, -0.3335, -0.0681], [-1.7064, -0.2709, -1.3058], [-2.9535, -0.3195, 0.6097], [-4.1848, -0.7081, -0.1234], [-4.2780, -2.2267, -0.1171], [-4.2140, -0.1865, -1.5409], [-5.2547, -0.0407, 0.7373], [1.3540, 0.6719, 0.9037], [1.0898, 1.1629, 1.9639], [2.5339, 0.7142, 0.2440], [3.6042, 1.6645, 0.7177], [4.2197, 1.0721, 1.9668], [3.0677, 3.0590, 0.9749], [4.5779, 1.6325, -0.4531], [0.5789, -1.4749, -2.2201], [0.3467, -0.5548, -3.0670], [0.8462, -2.6533, -2.5351], [2.4437, -2.0133, 0.3170], [0.8038, -2.7350, 0.6246], [1.5819, -2.9487, -0.9261], [1.0872, -0.0154, -1.2027], [-4.1561, -2.6174, 0.8991], [-5.2624, -2.5470, -0.4761], [-3.5056, -2.6625, -0.7753], [-4.1509, 0.9064, -1.5248], [-3.3765, -0.5738, -2.1295], [-5.1523, -0.4678, -2.0283], [-5.1272, 1.0518, 0.6879], [-6.2597, -0.2924, 0.3893], [-5.1567, -0.3498, 1.7857], [4.5844, 0.0614, 1.7360], [5.0732, 1.6742, 2.3169], [3.4653, 1.0129, 2.7684], [2.6120, 3.4864, 0.0659], [2.3086, 3.0539, 1.7703], [3.8910, 3.7297, 1.2840], [4.0751, 2.0258, -1.3482], [5.4963, 2.2098, -0.2575], [4.8500, 0.5862, -0.6436]],
  "forces_ev_per_a": [[0.98, -1.17, -0.12], [2.68, -1.30, -1.21], [-1.71, 3.28, 3.62], [-3.26, -0.44, 0.94], [1.19, 0.19, 0.57], [0.55, -0.09, 0.52], [-1.00, -0.44, -0.64], [0.96, 0.27, 0.79], [0.06, -0.26, 0.05], [-0.41, 0.23, -0.68], [-0.06, 0.05, 0.04], [-1.13, -1.38, -2.27], [0.12, -0.10, -0.19], [0.83, 1.15, 0.55], [-0.45, -0.57, -0.20], [0.04, -0.35, 0.43], [-0.38, 0.58, -0.02], [-0.07, -0.12, -0.20], [-1.56, 1.36, -2.58], [0.61, -2.76, 1.78], [-1.12, 2.16, -0.50], [-0.25, 0.01, 0.11], [0.14, 0.85, -0.21], [0.59, -0.42, 0.79], [3.45, -0.36, -1.19], [0.09, 0.07, -0.14], [0.09, 0.04, -0.08], [-0.27, 0.19, 0.32], [0.08, -0.11, -0.14], [-0.61, 0.19, 0.21], [-0.26, 0.01, 0.20], [-0.04, -0.36, 0.03], [0.01, -0.01, -0.05], [0.02, 0.03, -0.23], [-0.09, 0.20, 0.17], [-0.28, -0.10, -0.16], [0.34, 0.01, -0.31], [0.15, -0.20, 0.27], [0.33, -0.01, -0.31], [-0.23, -0.36, -0.17], [0.24, -0.09, 0.20], [-0.40, -0.13, 0.05], [0.02, 0.26, -0.04]],
  "multiplicity": 1,
  "homo_energy_ha": -0.1405,
  "total_charge": -1,
  "smiles": "C[C@H](N(/N=C(\\[O-])OC(C)(C)C)C(=O)OC(C)(C)C)[N+](=O)[O-]"
}